(1)
ORCA calculation (the ωB97M-V functional and the def2-TZVPD basis) on a cluster of 3 separate species, C46H49ClFNO6P in total at a distorted geometry.

Positions of all 105 atoms, in Å:
C -0.2756 4.9868 -2.6598
C 0.6452 4.1411 -3.5887
C 0.1034 2.6976 -3.7167
C -0.9437 2.5171 -4.8256
C -1.2252 1.0350 -5.1466
P -1.8404 -0.0180 -3.6719
Cl -2.8020 1.6136 -2.5745
C -3.4617 -0.6031 -4.4805
C -4.7329 -0.6870 -3.5681
C -5.8204 0.3885 -3.9099
C -6.1454 1.3744 -2.7619
N -6.2359 0.7734 -1.4335
C -6.9020 -0.3114 -0.9959
C -6.6243 -0.4781 0.3418
C -5.7290 0.5842 0.6906
C -5.5093 1.3400 -0.4335
O -1.0873 -1.3847 -4.5179
C -1.0040 -2.5234 -3.7053
C -1.2564 -2.1818 -2.1979
C -0.0015 -1.7810 -1.3002
F -0.1983 -0.5786 -0.6322
C 1.2611 -1.7560 -2.1591
C 2.4925 -1.2085 -1.3668
O -2.0138 -0.9710 -2.2405
H -0.8538 5.7514 -3.1896
H -0.9570 4.3076 -2.1289
H 0.3625 5.4501 -1.8943
H 1.6577 4.1191 -3.1612
H 0.7042 4.5656 -4.6024
H 0.9793 2.0760 -3.9784
H -0.2525 2.3618 -2.7383
H -0.4846 2.9644 -5.7333
H -1.8475 3.1228 -4.6611
H -1.8609 0.9995 -6.0490
H -0.2634 0.5921 -5.4456
H -0.5168 0.2280 -3.1422
H -3.7439 0.0243 -5.3399
H -3.3054 -1.6026 -4.9035
H -5.2182 -1.6482 -3.8164
H -4.5284 -0.7244 -2.4943
H -6.7605 -0.1347 -4.1559
H -5.5558 0.9623 -4.8075
H -7.1372 1.8128 -2.9891
H -5.4574 2.2215 -2.7858
H -7.5213 -0.9343 -1.6324
H -6.9772 -1.2703 0.9906
H -5.2912 0.7196 1.6740
H -4.8617 2.2011 -0.5121
H -0.1822 -3.2058 -3.9503
H -1.9533 -3.0558 -3.9630
H -1.9283 -2.8485 -1.6384
H 0.0924 -2.5438 -0.5078
H 1.4434 -2.7888 -2.4840
H 1.1475 -1.0792 -3.0153
H 2.5332 -1.5800 -0.3381
H 2.4334 -0.1138 -1.4169
H 3.3796 -1.4872 -1.9548
C 2.6692 -8.6171 3.6519
C 3.8643 -8.3727 4.3217
C 4.2180 -7.0775 4.6607
C 3.3844 -6.0185 4.3216
C 2.1974 -6.2618 3.6293
C 1.8384 -7.5647 3.3060
C 1.3138 -5.1357 3.2144
O 0.2802 -5.3511 2.6166
C 1.7324 -3.7473 3.5427
C 0.9528 -2.6792 3.1165
C 1.3250 -1.3812 3.4262
C 2.4750 -1.1442 4.1721
C 3.2598 -2.2042 4.5963
C 2.8983 -3.5075 4.2765
C 3.7686 -4.6322 4.7080
O 4.7755 -4.4293 5.3576
H 2.3898 -9.6313 3.3952
H 4.5187 -9.1957 4.5806
H 5.1447 -6.8880 5.1860
H 0.9118 -7.7542 2.7804
H 0.0553 -2.8554 2.5381
H 0.7179 -0.5516 3.0866
H 2.7609 -0.1293 4.4183
H 4.1566 -2.0184 5.1722
C 5.2951 4.6919 4.9922
C 5.8319 3.5627 4.3812
C 5.1210 2.9046 3.3915
C 3.8648 3.3650 3.0155
C 3.3167 4.4830 3.6445
C 4.0408 5.1505 4.6255
C 1.9508 4.9626 3.2889
O 1.4794 5.9398 3.8376
C 1.1823 4.2160 2.2610
C -0.1147 4.6119 1.9560
C -0.8379 3.9306 0.9901
C -0.2668 2.8565 0.3157
C 1.0238 2.4529 0.6179
C 1.7496 3.1226 1.5965
C 3.1189 2.6568 1.9361
O 3.6236 1.7171 1.3561
H 5.8558 5.2108 5.7597
H 6.8076 3.1981 4.6775
H 5.5404 2.0296 2.9124
H 3.6211 6.0253 5.1042
H -0.5605 5.4493 2.4763
H -1.8501 4.2368 0.7579
H -0.8332 2.3288 -0.4448
H 1.4628 1.6128 0.0947

Forces on atoms 1 to 2 (eV/Å):
0.619 -0.261 0.019
-0.852 -0.219 0.187

Results
lowest unoccupied orbital energy	0.019	hartree
DFT total energy	-86802.84318	eV
gap between HOMO and LUMO	5.2	eV
HOMO energy	-0.172	Eh
total charge	-1

---

(2)
ORCA calculation (the ωB97M-V functional and the def2-TZVPD basis) on a structure of composition C46H49F3N2P2RuSi2 at a distorted geometry.

Positions of all 105 atoms, in Å:
Ru 0.7540 0.6896 0.1949
C -0.2751 -0.1038 5.2830
Si 0.2024 0.9589 3.7623
C -0.9295 2.5037 3.7067
C 2.0641 1.3816 3.9587
N 0.1226 0.1558 2.2342
P -0.6942 -1.1303 1.6855
C -1.1511 -1.1732 0.0235
P -0.2726 -1.1704 -1.4627
N 0.4606 0.1912 -1.9301
Si 1.0684 0.9510 -3.3525
C 1.3075 -0.2803 -4.8016
C -0.0631 2.3480 -4.0356
C 2.7312 1.7513 -2.8750
C -1.5960 -1.5713 -2.6554
C -2.1241 -0.5987 -3.4936
C -3.1508 -0.9017 -4.3691
C -3.6666 -2.1874 -4.4079
C -3.1594 -3.1599 -3.5586
C -2.1348 -2.8539 -2.6822
C 0.9046 -2.5567 -1.7216
C 1.7092 -2.9116 -0.6492
C 2.6919 -3.8729 -0.7903
C 2.9070 -4.4630 -2.0254
C 2.1176 -4.1021 -3.1067
C 1.1037 -3.1733 -2.9520
C 0.1260 -2.6246 2.3577
C -0.4823 -3.8687 2.2299
C 0.1565 -4.9964 2.7110
C 1.3992 -4.8863 3.3172
C 2.0111 -3.6490 3.4323
C 1.3833 -2.5200 2.9404
C -2.2892 -1.1282 2.5648
C -2.5118 -1.7454 3.7883
C -3.6709 -1.4808 4.4964
C -4.6251 -0.6174 3.9832
C -4.4169 -0.0183 2.7508
C -3.2500 -0.2647 2.0552
H 0.0836 0.3445 6.2041
H 0.1468 -1.1021 5.2172
H -1.3535 -0.1963 5.3590
H -0.6798 3.2213 4.4824
H -1.9753 2.2288 3.8241
H -0.8292 3.0014 2.7460
H 2.2272 2.3703 4.3748
H 2.5593 1.3436 2.9914
H 2.5577 0.6599 4.6032
H 0.3661 -0.7519 -5.0745
H 2.0124 -1.0630 -4.5365
H 1.6874 0.2313 -5.6822
H -0.8855 1.9784 -4.6400
H 0.5241 3.0039 -4.6702
H -0.4760 2.9532 -3.2369
H 3.5112 1.0038 -2.7725
H 2.6369 2.2691 -1.9207
H 3.0570 2.4747 -3.6150
H -1.7146 0.3972 -3.4545
H -3.5519 -0.1393 -5.0230
H -4.4640 -2.4331 -5.0963
H -3.5675 -4.1624 -3.5862
H -1.7336 -3.6063 -2.0133
H 1.5428 -2.4260 0.3048
H 3.2891 -4.1556 0.0643
H 3.6854 -5.2028 -2.1461
H 2.2934 -4.5530 -4.0755
H 0.4713 -2.9202 -3.7908
H -1.4519 -3.9365 1.7525
H -0.3110 -5.9666 2.6139
H 1.8960 -5.7718 3.6884
H 2.9809 -3.5673 3.9025
H 1.8563 -1.5503 2.9956
H -1.7725 -2.4213 4.1945
H -3.8252 -1.9456 5.4607
H -5.5265 -0.4171 4.5459
H -5.1584 0.6458 2.3337
H -3.0598 0.2075 1.1035
C -5.8508 2.9645 0.0655
C -4.8015 3.6449 0.6755
C -3.4950 3.2718 0.4629
C -3.1895 2.1896 -0.3965
C -4.2740 1.5060 -0.9982
C -5.5697 1.8866 -0.7685
C -1.8801 1.7667 -0.7159
C -0.6603 2.1576 -0.1929
C 0.0130 3.3750 -0.1557
C 1.1834 3.5163 0.6581
C 1.9481 4.6537 0.6095
C 1.5941 5.7173 -0.2225
C 0.4299 5.6239 -0.9833
C -0.3544 4.4993 -0.9567
H -6.8745 3.2626 0.2392
H -5.0280 4.4788 1.3272
H -2.6810 3.7996 0.9403
H -4.0578 0.6599 -1.6378
H -6.3808 1.3436 -1.2339
H -1.8509 0.9124 -1.3961
H 1.4302 2.7123 1.3640
H 2.8359 4.7325 1.2247
H 2.2074 6.6051 -0.2799
H 0.1474 6.4513 -1.6212
H -1.2495 4.4466 -1.5634
F 3.2954 -0.5697 -0.8155
C 2.7486 0.0723 0.2599
F 3.4241 1.2902 0.2841
F 3.3025 -0.5813 1.3361

Forces on atoms 1 to 2 (eV/Å):
-3.291 -1.261 0.413
-0.046 0.412 -0.615

Results
lowest unoccupied orbital energy (alpha / beta)	0.079 / 0.083	hartree
DFT total energy	-96547.17398	eV
<S²>	0.818
energy above the lowest of the compared OMol25 structures with the same formula, charge and spin	0.000	eV
gap between HOMO and LUMO (alpha / beta)	5.9 / 6.3	eV
HOMO energy (alpha / beta)	-0.137 / -0.148	Eh
multiplicity	2
total charge	-1